Arrangement 1

2 unconnected molecules or ions with the total composition CH8N2O, computed with the ωB97M-V functional and the def2-TZVPD basis.

ORCA input file:
```
! wB97M-V def2-TZVPD RIJCOSX def2/J DEFGRID3
* xyz 0 1
N 2.060 -1.635 1.130
C 0.665 -1.060 1.147
N 0.502 -0.077 0.142
H 2.060 -2.502 1.655
H 2.188 -1.956 0.172
H -0.019 -1.907 0.998
H 0.510 -0.742 2.181
H 1.252 0.598 0.130
H 0.380 -0.512 -0.759
O -2.732 2.484 -2.003
H -3.269 2.036 -1.354
H -3.418 3.008 -2.450
*
```

- Frontier orbital gap: 10.439 eV
- Molar mass: 64.1 g mol⁻¹
- E_LUMO: 1.00 eV
- E_HOMO: -9.4 eV
- Structure (SMILES): NCN.O

***

Arrangement 2

A molecular structure, CH8N2O, computed with the ωB97M-V functional and the def2-TZVPD basis.

ORCA input file:
```
! wB97M-V def2-TZVPD RIJCOSX def2/J DEFGRID3
* xyz 0 1
N -2.327 -0.529 -0.736
H -2.817 -0.144 0.063
H -1.885 0.154 -1.302
H 1.478 0.882 2.741
H -3.102 -0.764 -1.464
N 1.622 -0.726 -1.403
C 1.587 0.193 -0.432
O 0.391 0.061 0.288
H 0.784 -1.267 -1.279
H 1.928 0.290 2.931
H -0.106 1.248 0.292
H 2.446 0.603 0.300
*
```

- Frontier orbital gap: 10.035 eV
- Molar mass: 64.1 g mol⁻¹
- E_LUMO: 0.08 eV
- E_HOMO: -10.0 eV

***

Of them, arrangement 1 has the highest stability.

***

Arrangement 1

2 unconnected molecules or ions with the total composition CH3BrO2S, computed with the ωB97M-V functional and the def2-TZVPD basis.

ORCA input file:
```
! wB97M-V def2-TZVPD RIJCOSX def2/J DEFGRID3
* xyz 0 1
C -0.088 0.407 0.111
O 2.325 -0.649 -1.065
O 0.751 -0.437 0.870
S 2.101 -1.099 0.287
Br -4.161 -0.094 0.030
H -1.104 0.280 0.483
H -0.045 0.145 -0.950
H 0.221 1.447 0.235
*
```

- Frontier orbital gap (spin up / spin down): 10.968 / 4.131 eV
- Molar mass: 159.0 g mol⁻¹
- E_LUMO (spin up / spin down): -0.36 / -3.97 eV
- E_HOMO (spin up / spin down): -11.3 / -8.1 eV

***

Arrangement 2

A single CH3BrO2S molecule, computed with the ωB97M-V functional and the def2-TZVPD basis.

ORCA input file:
```
! wB97M-V def2-TZVPD RIJCOSX def2/J DEFGRID3
* xyz 0 1
C 0.133 0.063 0.041
S 1.784 0.916 0.420
O 1.772 2.069 -0.414
O 1.913 1.107 1.802
Br 3.204 -0.493 -0.447
H -0.327 -0.239 1.034
H 0.143 -0.822 -0.611
H -0.560 0.754 -0.449
*
```

- Frontier orbital gap: 10.813 eV
- Molar mass: 159.0 g mol⁻¹
- E_LUMO: -0.37 eV
- E_HOMO: -11.2 eV
- Structure (SMILES): CS(=O)(=O)Br

***

Of them, arrangement 2 has the highest stability.

***

Arrangement 1

A single H2N2O2 molecule, computed with the ωB97M-V functional and the def2-TZVPD basis.

ORCA input file:
```
! wB97M-V def2-TZVPD RIJCOSX def2/J DEFGRID3
* xyz 0 1
O -1.368 -0.378 0.724
N -0.196 -0.395 -0.015
N 0.491 0.657 -0.022
O 1.492 0.327 -0.861
H -1.386 0.521 1.098
H 0.966 -0.732 -0.924
*
```

- Frontier orbital gap: 10.996 eV
- Molar mass: 62.0 g mol⁻¹
- E_LUMO: 0.61 eV
- E_HOMO: -10.4 eV
- Structure (SMILES): O/N=N/O

***

Arrangement 2

2 unconnected molecules or ions with the total composition H2N2O2, computed with the ωB97M-V functional and the def2-TZVPD basis.

ORCA input file:
```
! wB97M-V def2-TZVPD RIJCOSX def2/J DEFGRID3
* xyz 0 1
N -0.664 -0.653 0.884
N 0.471 0.870 -1.224
O 0.923 0.018 -1.978
O -0.045 1.094 -0.162
H -0.877 -0.362 1.759
H 0.192 -0.967 0.721
*
```

- Frontier orbital gap (spin up / spin down): 9.436 / 9.615 eV
- Molar mass: 62.0 g mol⁻¹
- E_LUMO (spin up / spin down): -0.91 / -0.25 eV
- E_HOMO (spin up / spin down): -10.3 / -9.9 eV

***

Of them, arrangement 1 has the highest stability.